Entry 1:
Molecular formula: C2H2Br4S
Method: DFT, the ωB97M-V functional and the def2-TZVPD basis

Each line ends with the Mulliken charge.
Positions of all 9 atoms, in Å:
C  -0.906399  -0.330330  -0.520852  -0.5418
C  -0.093913  -0.180656  0.914470  -0.1142
S  1.570795  -0.830822  1.070348  -0.0218
Br  -0.902888  -2.290477  -1.055405  -0.0146
Br  -0.057583  0.673287  -1.874739  0.0267
Br  -1.275709  -1.212859  2.251620  -0.0120
Br  -0.287446  1.699908  1.482244  0.0303
H  -2.020086  -0.093283  -0.565413  0.4831
H  1.870010  -0.727855  -0.250920  0.1642

Atoms 1-6, force components in eV/Å:
-0.0432 -1.4319 1.0932
-2.6521 -0.3297 -0.4383
-0.3720 0.1051 -0.6840
0.0535 1.0792 0.2961
0.3140 0.3818 -0.4157
0.8118 0.5625 -0.7672

- Total energy: -10771.615831 a.u.
- Energy above the lowest of the compared OMol25 structures with the same formula, charge and spin: 0.000 eV
- 2S+1: 1
- Frontier orbital gap: 9.670 eV

Entry 2:
Molecular formula: C2H2BrCl3Si
Method: DFT, the ωB97M-V functional and the def2-TZVPD basis

Each line ends with the Mulliken charge.
Positions of all 9 atoms, in Å:
C  -1.440490  0.269720  -0.914820  -0.7334
C  -0.358391  0.683865  0.060159  0.1872
Br  -0.420943  2.415939  0.688805  -0.0679
Si  0.898172  -0.632381  0.622532  0.7195
Cl  0.266201  -2.146662  1.808034  -0.2100
Cl  2.458123  0.202994  1.649205  -0.2328
Cl  1.817918  -1.336230  -1.017770  -0.2172
H  -1.918049  1.162649  -1.410569  0.2655
H  -1.302539  -0.619896  -1.485578  0.2891

Atoms 1-6, force components in eV/Å:
5.1043 4.0267 2.8809
-4.5078 -3.3162 -3.7186
0.2105 0.4849 0.3841
0.2680 1.1350 0.2959
-0.4183 -0.0274 -0.1521
-0.2472 0.3126 0.1595

- Total energy: -4321.597396 a.u.
- Energy above the lowest of the compared OMol25 structures with the same formula, charge and spin: 0.792 eV
- 2S+1: 1
- SMILES: C=C(Br)[Si](Cl)(Cl)Cl
- Frontier orbital gap: 9.098 eV

Entry 3:
Molecular formula: C2H2BrClF2
Method: DFT, the ωB97M-V functional and the def2-TZVPD basis

Each line ends with the Mulliken charge.
Positions of all 8 atoms, in Å:
C  -1.278182  1.306632  -0.586750  -0.0252
C  0.608930  -1.017504  0.143067  0.1425
F  -2.474207  1.306594  0.030253  -0.1101
F  0.441195  -2.477764  -0.083471  -0.2684
Cl  -0.300585  2.536788  -0.078529  0.0352
Br  2.375060  -0.580640  -0.123464  -0.0831
H  0.004712  -0.209049  -0.606303  0.0868
H  0.623077  -0.865056  1.305200  0.2225

Atoms 1-6, force components in eV/Å:
-2.0752 -1.3436 -0.4551
-1.4810 -0.4665 0.8849
1.6782 0.5607 -0.3767
-0.1538 3.2016 0.1145
0.2599 1.1381 0.7746
2.4052 0.3500 -0.8622

- Total energy: -3311.186527 a.u.
- Energy above the lowest of the compared OMol25 structures with the same formula, charge and spin: 3.575 eV
- 2S+1: 1
- Frontier orbital gap: 8.878 eV

Entry 4:
Molecular formula: C2H2BrF2I
Method: DFT, the ωB97M-V functional and the def2-TZVPD basis

Each line ends with the Mulliken charge.
Positions of all 8 atoms, in Å:
C  0.847728  -0.141850  0.468115  0.3065
C  -0.622219  0.172185  -0.593292  -0.7092
F  0.463635  0.092800  1.722714  -0.2053
F  1.940577  0.613836  0.180744  -0.2304
Br  -1.372048  1.951224  -0.473370  -0.0877
I  -2.098499  -1.414131  0.080533  0.2204
H  1.245850  -1.227564  0.203940  0.2453
H  -0.405021  -0.046500  -1.589386  0.4605

Atoms 1-6, force components in eV/Å:
-1.5468 -0.9823 -3.5792
4.5375 1.7527 2.8553
0.2939 -0.3151 0.0182
-0.5991 0.4262 0.1639
0.2416 -0.4409 0.1802
-2.1120 -1.9536 0.8848

- Total energy: -3148.665752 a.u.
- Energy above the lowest of the compared OMol25 structures with the same formula, charge and spin: 0.376 eV
- 2S+1: 3
- Frontier orbital gap (spin up / spin down): 7.027 / 6.171 eV

Entry 5:
Molecular formula: C2H2BrF3
Method: DFT, the ωB97M-V functional and the def2-TZVPD basis

Each line ends with the Mulliken charge.
Positions of all 8 atoms, in Å:
C  1.266528  -0.726318  -0.386580  0.1152
C  -1.143920  0.842359  0.284663  -0.0888
F  1.836723  -0.533957  0.779214  -0.1914
F  0.605427  -1.908490  -0.512966  -0.1804
F  -1.146136  1.908128  -0.541176  -0.1857
Br  -2.604958  -0.215095  0.068350  -0.0455
H  1.995588  -0.349280  -1.080474  0.2679
H  -0.809249  0.982655  1.388970  0.3087

Atoms 1-6, force components in eV/Å:
-0.2582 -0.2900 -0.4018
0.5398 1.0352 1.8732
-0.3439 -0.5244 1.4957
1.2069 1.3020 0.1449
0.3680 -0.2986 0.6721
-0.8207 -0.7351 -0.1424

- Total energy: -2950.846939 a.u.
- Energy above the lowest of the compared OMol25 structures with the same formula, charge and spin: 0.000 eV
- 2S+1: 3
- Frontier orbital gap (spin up / spin down): 8.945 / 10.387 eV

Entry 6:
Molecular formula: C2H2BrF3N2
Method: DFT, the ωB97M-V functional and the def2-TZVPD basis

Each line ends with the Mulliken charge.
Positions of all 10 atoms, in Å:
C  0.336070  -0.142708  0.750322  -0.7543
C  0.546573  -1.307347  -0.168871  0.9583
N  -0.886852  2.471490  -0.613904  0.1288
N  0.133129  2.451342  -1.037056  -0.0383
F  -0.147589  -2.423679  0.057391  -0.2541
F  1.826823  -1.670161  -0.218368  -0.2568
F  0.186448  -0.922611  -1.414926  -0.2686
Br  -1.520897  0.113140  1.094137  -0.0920
H  1.012927  -0.174350  1.685634  0.2703
H  -1.486634  1.604885  -0.134357  0.3068

Atoms 1-6, force components in eV/Å:
1.2381 -0.3957 1.4916
-0.2111 1.2003 -0.1116
-1.3113 0.6367 -0.2572
1.3637 -0.6598 0.0841
-0.5245 -0.6676 0.4073
0.5827 0.1042 0.1290

- Total energy: -3060.407133 a.u.
- Energy above the lowest of the compared OMol25 structures with the same formula, charge and spin: 1.655 eV
- 2S+1: 1
- Frontier orbital gap (spin up / spin down): 7.797 / 6.155 eV